No. 1
Molecular formula: C6H13N
Method: DFT, ωB97M-V/def2-TZVPD

Positions of all 20 atoms, in Å:
C1 -0.48598 -0.56920 0.36620
C2 0.30873 0.51761 1.06299
C3 0.86952 0.07457 2.39166
C4 0.91564 0.89969 3.47458
C5 -0.97154 -0.10263 -1.05384
N1 -0.04696 -0.67145 -2.06739
C6 -0.47498 -0.19917 -3.37496
H1 -0.10651 -1.59358 0.31435
H2 -1.39419 -0.90002 0.91546
H3 -0.08398 1.51967 1.18318
H4 1.26111 0.55041 0.51133
H5 1.36545 -0.87943 2.44762
H6 1.53526 0.56844 4.33038
H7 0.58056 1.92703 3.28388
H8 -1.00343 0.97245 -1.21624
H9 -1.99649 -0.54121 -1.21433
H10 0.90537 -0.39844 -1.85328
H11 -0.29383 -0.81281 -4.23383
H12 -1.54339 -0.08892 -3.34935
H13 -0.05658 0.79321 -3.69131

Cartesian forces, eV/Å:
C -2.773 0.493 -0.686
C 1.975 -2.051 1.082
C -0.595 1.816 1.472
C 0.823 -1.199 -1.585
C 0.635 -1.936 0.353
N -0.994 -0.317 -0.379
C 0.553 1.362 -0.163
H 1.261 0.515 -0.374
H 0.064 1.083 0.249
H -0.509 -0.109 -0.498
H -0.081 0.667 -0.587
H -0.065 -0.378 -0.114
H -0.662 0.618 -0.271
H 0.013 -0.358 0.786
H -0.231 0.315 0.617
H 0.924 0.498 -0.145
H 0.021 0.187 -0.022
H 0.518 -1.002 -0.241
H -0.600 0.162 -0.007
H -0.277 -0.366 0.513

- ΔE to the lowest compared entry with this formula, charge and spin (eV) = 1.746
- net charge = -1
- HOMO-LUMO gap (alpha / beta) (eV) = 2.49 / 9.41
- expectation value of S² = 0.750
- HOMO level (alpha / beta) (eV) = 1.49 / -5.25
- multiplicity = 2
- calculated total energy (eV) = -7919.606



No. 2
Molecular formula: C4H6O
Method: DFT, ωB97M-V/def2-TZVPD

Positions of all 11 atoms, in Å:
O1 -0.03593 -1.88538 1.37682
C1 0.07107 -0.96930 0.61016
C2 -0.63853 -0.57966 -0.68871
C3 -0.24628 0.88082 -0.35495
C4 0.82310 0.36267 0.64046
H1 -0.07739 -0.96553 -1.54790
H2 -1.69236 -0.84692 -0.79304
H3 -1.05703 1.39282 0.17054
H4 0.10139 1.50612 -1.17892
H5 0.95028 0.85782 1.60584
H6 1.80168 0.24655 0.15972

Cartesian forces, eV/Å:
O 0.053 0.359 -0.309
C 0.036 -0.307 0.165
C -0.120 -0.142 -0.057
C -0.043 0.217 -0.074
C 0.101 0.045 0.141
H -0.082 0.043 0.116
H 0.135 0.026 0.042
H 0.126 -0.043 -0.093
H -0.032 -0.115 0.109
H -0.044 -0.094 -0.113
H -0.131 0.011 0.073

- ΔE to the lowest compared entry with this formula, charge and spin (eV) = 0.073
- structure (SMILES) = O=C1CCC1
- HOMO-LUMO gap (eV) = 10.54
- HOMO level (eV) = -9.57
- calculated total energy (eV) = -6291.845



No. 3
Molecular formula: C6H12O
Method: DFT, ωB97M-V/def2-TZVPD

Positions of all 19 atoms, in Å:
C1 0.07118 0.16921 -2.51194
C2 0.27994 0.93259 -1.44561
C3 0.47473 2.41519 -1.52647
O1 0.08586 0.29303 -0.13220
H1 -0.26995 -0.84668 -2.41698
H2 -0.08641 0.59561 -3.48731
H3 0.39673 2.77006 -2.55076
H4 1.46572 2.67761 -1.15151
H5 -0.26025 2.92936 -0.90530
H6 0.64553 1.03426 0.24676
C4 -0.55165 -0.27554 2.46470
C5 -0.82461 -1.29144 1.65660
C6 0.13899 -2.36782 1.28821
H7 0.39318 -0.20457 2.98277
H8 -1.29202 0.46327 2.72587
H9 -1.80284 -1.36369 1.19796
H10 -0.27101 -3.34582 1.54858
H11 1.08928 -2.23577 1.80358
H12 0.31760 -2.34883 0.21305

Cartesian forces, eV/Å:
C -0.701 0.213 0.101
C -1.732 -2.109 -0.255
C 0.328 -0.225 0.728
O 2.581 4.352 -2.741
H 0.282 -0.329 0.227
H 0.465 0.230 -0.204
H -0.020 -0.138 0.000
H 0.091 0.192 0.031
H -0.049 0.027 -0.033
H -1.021 -1.833 1.332
C -0.378 -0.605 0.480
C 0.048 0.080 0.557
C -0.066 0.005 0.073
H 0.256 0.028 -0.058
H -0.133 0.147 -0.096
H -0.104 0.108 -0.052
H 0.061 -0.049 -0.044
H 0.048 -0.026 -0.007
H 0.043 -0.069 -0.039

- ΔE to the lowest compared entry with this formula, charge and spin (eV) = 2.575
- structure (SMILES) = C=C(C)O.C=CC
- HOMO-LUMO gap (eV) = 9.83
- HOMO level (eV) = -8.95
- calculated total energy (eV) = -8461.779



No. 4
Molecular formula: C46H63BClN6OsSi
Method: DFT, ωB97M-V/def2-TZVPD

Positions of all 119 atoms, in Å:
Os1 0.11011 0.52032 -0.12699
C1 3.87857 0.73317 0.02647
C2 3.70208 0.30539 -1.42741
C3 5.02274 0.02674 -2.09784
C4 2.79543 -0.86011 -1.47555
C5 3.10882 -2.10453 -2.00358
C6 2.00189 -2.88708 -1.77836
C7 1.90379 -4.33161 -2.12030
C8 2.91751 -5.07246 -1.23809
C9 2.22150 -4.61733 -3.58808
N1 1.05754 -2.16225 -1.19306
N2 1.56495 -0.93619 -0.90378
B1 -0.36219 -2.56280 -0.82989
N3 -1.39668 -1.73291 -1.61832
N4 -1.46439 -0.37838 -1.38574
C10 -2.37664 0.10954 -2.24579
C11 -2.92522 -0.93213 -2.97743
C12 -2.29240 -2.09232 -2.56706
C13 -2.70891 -3.45032 -3.03724
C14 -1.82260 -4.69446 -2.88315
C15 -4.12826 -3.70821 -2.50554
C16 -2.74432 1.53863 -2.30398
C17 -4.02871 1.79708 -1.47775
C18 -2.95369 1.92997 -3.78688
N5 -0.55183 -2.29166 0.67248
N6 -0.43635 -1.05328 1.20200
C19 -0.73804 -1.13501 2.52823
C20 -1.02528 -2.44587 2.84415
C21 -0.89470 -3.15482 1.65529
C22 -1.15786 -4.63354 1.41987
C23 -1.04285 -5.40135 2.74255
C24 -2.54823 -4.80687 0.82612
C25 -0.64509 0.05034 3.44155
C26 0.50631 -0.16931 4.41508
C27 -1.98890 0.32772 4.12346
H1 4.48254 1.62232 0.15454
H2 4.31311 -0.05107 0.64677
H3 2.88189 0.95384 0.42970
H4 3.20996 1.12910 -1.93839
H5 5.48597 -0.85518 -1.62455
H6 5.73613 0.84279 -1.97629
H7 4.93246 -0.24210 -3.17779
H8 4.03431 -2.32871 -2.53644
H9 0.91539 -4.72652 -1.88975
H10 3.93115 -4.78153 -1.46341
H11 2.86382 -6.18249 -1.35612
H12 2.75066 -4.85730 -0.18605
H13 3.22502 -4.31016 -3.82598
H14 1.47347 -4.08298 -4.23649
H15 2.13362 -5.67403 -3.82185
H16 -0.56330 -3.70276 -1.01882
H17 -3.66083 -0.82951 -3.78304
H18 -2.79460 -3.34408 -4.13157
H19 -1.92841 -5.12282 -1.90723
H20 -0.77899 -4.48645 -3.07702
H21 -2.19288 -5.45354 -3.56492
H22 -4.16406 -3.82452 -1.42140
H23 -4.47411 -4.66032 -2.86535
H24 -4.83330 -2.91603 -2.79048
H25 -1.95774 2.17494 -1.85258
H26 -4.83057 1.12395 -1.83861
H27 -4.41088 2.81283 -1.55786
H28 -3.84633 1.61131 -0.41742
H29 -3.76758 1.33254 -4.22854
H30 -2.08712 1.71749 -4.39626
H31 -3.26177 2.97469 -3.87638
H32 -1.30001 -2.83868 3.82765
H33 -0.43343 -4.98958 0.70839
H34 -1.89639 -5.19722 3.42607
H35 -0.12178 -5.30152 3.26869
H36 -1.12760 -6.46953 2.53286
H37 -3.23322 -4.40876 1.60113
H38 -2.78726 -5.86066 0.55912
H39 -2.63340 -4.18213 -0.05176
H40 -0.41670 0.89082 2.81623
H41 0.35605 -1.12267 4.91766
H42 0.54222 0.57928 5.18551
H43 1.47667 -0.23943 3.88482
H44 -2.24691 -0.46173 4.81862
H45 -2.79547 0.41775 3.37766
H46 -1.88218 1.24146 4.72345
Cl1 0.55130 1.12604 -3.38073
C28 0.68763 1.86579 -1.74003
H47 0.08066 2.81373 -1.78633
H48 1.67368 2.20861 -1.62790
C29 2.14316 3.16051 5.25268
C30 2.96637 2.65531 4.25964
C31 2.43961 2.48645 2.99944
C32 1.15438 2.87695 2.63473
C33 0.40857 3.51718 3.66632
C34 0.86576 3.59036 4.95609
Si1 0.61429 2.91383 0.79343
C35 -1.13793 3.65451 0.76678
C36 -1.47757 4.73331 -0.04410
C37 -2.74849 5.27555 -0.03867
C38 -3.73414 4.73239 0.79767
C39 -3.38610 3.71032 1.67064
C40 -2.10523 3.12444 1.63591
C41 1.86331 4.25370 0.08757
C42 3.01847 4.00998 -0.61635
C43 3.87213 5.05213 -0.98536
C44 3.58400 6.35635 -0.60940
C45 2.45506 6.62206 0.16655
C46 1.58066 5.57068 0.49632
H49 2.52742 3.25062 6.26099
H50 3.98925 2.30857 4.47747
H51 3.12721 2.11867 2.27072
H52 -0.56957 3.91845 3.41175
H53 0.24425 4.00265 5.78232
H54 -0.71388 5.19919 -0.66578
H55 -3.01085 6.06928 -0.73576
H56 -4.73973 5.16336 0.79674
H57 -4.15577 3.29668 2.32089
H58 -1.93872 2.31001 2.31396
H59 3.25160 3.02586 -0.92650
H60 4.71624 4.85262 -1.67104
H61 4.17075 7.18098 -0.91408
H62 2.20253 7.62028 0.47026
H63 0.65403 5.72746 1.06119

Cartesian forces, eV/Å:
Os 0.394 0.503 -0.864
C -0.365 -0.095 0.336
C -0.026 0.762 0.410
C 0.683 -1.018 -0.591
C -0.370 -1.026 0.292
C 0.680 0.894 -0.297
C -0.149 -0.912 -0.958
C 0.338 -0.960 0.098
C -0.320 -1.076 0.290
C -1.455 0.663 -0.463
N 0.676 -0.182 0.292
N -0.064 1.051 -0.634
B -0.616 0.044 0.365
N -0.011 -0.260 0.206
N 0.138 -0.173 -0.495
C 0.224 -0.184 0.541
C -0.319 0.466 -0.712
C 0.563 0.462 0.666
C -0.181 -0.367 -0.743
C -0.408 0.462 0.011
C -0.071 0.091 0.207
C -0.453 1.218 -0.262
C -0.229 -0.641 -0.276
C -0.713 -0.148 0.300
N -0.344 -0.698 0.890
N -0.107 0.697 0.725
C 0.397 0.452 -0.553
C -0.178 -0.336 0.301
C -0.180 -0.434 -0.458
C 0.143 0.559 0.790
C -1.255 -0.777 -0.283
C -0.362 -0.009 0.593
C -0.316 -0.644 -0.148
C 0.272 -0.644 -0.338
C 0.294 0.266 -0.033
H 0.198 0.197 -0.164
H -0.007 -0.154 -0.087
H 0.141 0.002 0.179
H 0.010 0.096 -0.281
H -0.034 0.291 -0.045
H -0.212 0.103 -0.125
H -0.048 0.463 0.733
H -0.552 -0.198 0.359
H 0.020 0.161 0.021
H 0.374 0.193 -0.183
H -0.106 0.836 -0.068
H -0.046 0.030 0.193
H 0.360 0.261 -0.249
H 0.881 -0.369 0.375
H -0.006 -0.175 0.159
H 0.149 -0.118 -0.044
H 0.357 -0.191 0.578
H -0.136 0.235 0.265
H 0.154 -0.206 0.686
H 0.142 -0.050 -0.193
H 0.076 -0.019 -0.278
H 0.196 0.322 0.060
H -0.308 -0.387 -0.496
H 0.220 -0.290 0.038
H -0.191 -0.437 -0.298
H 0.321 0.244 0.282
H 0.255 0.146 -0.193
H -0.050 -0.133 -0.045
H 0.102 0.200 0.274
H 0.364 0.195 -0.024
H 0.233 -0.057 0.001
H 0.192 0.182 -0.588
H 0.510 -0.261 -0.211
H 0.571 0.183 -0.396
H 0.744 0.482 0.329
H -0.047 -0.041 -0.119
H -0.117 -0.447 -0.590
H 0.153 0.708 0.335
H -0.188 0.061 -0.231
H 0.225 0.619 -0.347
H 0.022 -0.154 0.118
H 0.126 0.556 0.169
H -0.489 0.208 0.297
H -0.101 -0.295 0.093
H 0.227 0.100 0.359
H -0.253 -0.060 -0.249
Cl 0.212 -0.012 0.406
C -2.043 0.367 0.128
H 0.386 -0.953 0.011
H 1.202 0.198 -0.115
C 0.755 -0.054 0.453
C 0.071 -0.393 0.654
C 0.279 0.039 -0.585
C -0.217 0.659 0.608
C -0.706 -0.657 -1.510
C -0.327 0.493 1.152
Si -0.043 0.953 0.747
C 0.516 -0.766 0.454
C 0.203 0.299 -0.294
C -0.766 -0.307 -0.103
C 0.434 0.537 0.000
C 0.014 -0.613 -0.224
C -1.136 1.166 -0.551
C -1.205 -0.571 0.642
C 0.454 0.935 -0.310
C 0.261 -0.065 -0.657
C -0.902 -0.570 0.552
C -0.657 -1.215 -0.015
C 0.244 -0.016 -0.039
H -0.072 -0.003 0.042
H -0.594 0.355 -0.097
H 0.200 -0.409 -0.608
H 0.114 -0.048 0.211
H 0.430 -0.222 -0.892
H -0.190 -0.204 -0.040
H 0.135 -0.033 0.243
H 0.348 -0.260 0.038
H 0.238 0.074 0.005
H 0.380 -0.288 0.087
H 0.333 -0.730 -0.273
H -0.434 0.083 0.660
H 0.749 0.558 -0.325
H 0.050 0.310 0.064
H 0.540 0.324 -0.119

- ΔE to the lowest compared entry with this formula, charge and spin (eV) = 0.000
- net charge = +1
- HOMO-LUMO gap (alpha / beta) (eV) = 8.92 / 6.59
- expectation value of S² = 6.020
- HOMO level (alpha / beta) (eV) = -10.98 / -11.23
- multiplicity = 5
- calculated total energy (eV) = -81204.853



No. 5
Molecular formula: C4H5N3O
Method: DFT, ωB97M-V/def2-TZVPD

Positions of all 13 atoms, in Å:
C1 -2.58007 -0.27718 0.11012
C2 -0.28263 -0.08498 -0.24564
C3 1.36816 -1.36686 -0.01580
C4 0.98646 0.70873 0.00840
H1 -2.44659 -0.96665 -0.60616
H2 -2.27948 -0.82142 1.00657
H3 -3.33096 0.65894 -0.12800
H4 1.84296 -2.29942 -0.16724
H5 -0.26805 2.04937 -0.51140
N1 -0.09748 -1.29168 -0.09263
N2 2.13080 -0.22030 0.18371
N3 0.96332 2.00582 0.00101
O1 -1.43075 0.50550 0.07739

Cartesian forces, eV/Å:
C -0.688 3.833 1.559
C -0.041 2.924 3.112
C 1.470 3.635 0.487
C 0.800 2.326 -0.659
H -0.679 -2.456 -3.115
H -2.327 -0.197 0.940
H 0.698 -3.460 1.383
H 0.318 -0.892 0.182
H 4.547 0.910 2.294
N 2.773 -4.062 -0.580
N -5.636 -2.859 -1.169
N -4.196 -2.264 -2.158
O 2.960 2.563 -2.275

- ΔE to the lowest compared entry with this formula, charge and spin (eV) = 5.861
- HOMO-LUMO gap (eV) = 9.41
- HOMO level (eV) = -10.21
- calculated total energy (eV) = -10741.754



No. 6
Molecular formula: C3H5NO2
Method: DFT, ωB97M-V/def2-TZVPD

Positions of all 11 atoms, in Å:
O1 1.49220 0.09279 0.63585
C1 0.66148 -0.52300 -0.33909
C2 -0.64990 0.17849 -0.08037
O2 -0.61344 1.54700 -0.27843
C3 -1.85540 -0.43314 -0.88499
N1 -2.36088 -0.69812 0.15045
H1 2.41539 -0.02495 0.39484
H2 1.02699 -0.35224 -1.35845
H3 0.53740 -1.60030 -0.16077
H4 -0.85487 -0.05294 1.00168
H5 0.09796 1.82408 0.32147

Cartesian forces, eV/Å:
O 0.448 -0.150 -0.050
C -0.148 -0.148 -0.255
C 0.395 -0.137 1.456
O 0.250 0.134 -0.080
C -0.240 -0.185 0.721
N -1.376 -0.645 -1.343
H -0.003 -0.002 0.025
H -0.112 0.042 0.107
H 0.100 0.189 -0.026
H 0.848 0.631 -0.398
H -0.163 0.269 -0.158

- ΔE to the lowest compared entry with this formula, charge and spin (eV) = 4.089
- HOMO-LUMO gap (eV) = 10.91
- HOMO level (eV) = -10.55
- calculated total energy (eV) = -8773.605



No. 7
Molecular formula: CHN3O3
Method: DFT, ωB97M-V/def2-TZVPD

Positions of all 8 atoms, in Å:
C1 1.11718 0.23624 0.30630
N1 -0.06473 -1.17385 0.18831
N2 2.24493 0.32504 -0.05091
N3 -1.18614 -0.69835 0.03002
O1 3.29657 0.88697 -0.08821
O2 -1.29065 0.72120 0.23447
O3 -2.19494 -1.32008 -0.21488
H1 -1.92222 1.02282 -0.40508

Cartesian forces, eV/Å:
C -3.777 -4.459 -0.424
N 4.616 2.530 0.220
N 0.023 1.339 1.142
N -1.131 1.838 0.033
O 0.695 -0.613 -0.776
O 0.519 -1.001 0.491
O 0.143 0.262 0.057
H -1.088 0.104 -0.744

- ΔE to the lowest compared entry with this formula, charge and spin (eV) = 5.379
- HOMO-LUMO gap (alpha / beta) (eV) = 8.62 / 8.63
- HOMO level (alpha / beta) (eV) = -10.33 / -10.34
- calculated total energy (eV) = -11656.455